1.
The following is a DFT calculation (the ωB97M-V functional and the def2-TZVPD basis) of C20H22N4O3 in the gas phase in a non-equilibrium geometry.

```
49
C20H22N4O3 (the ωB97M-V functional and the def2-TZVPD basis)
C 3.968 1.229 5.063
C 3.618 0.468 3.959
C 4.040 0.933 2.586
C 2.903 1.107 1.600
C 2.522 0.097 0.740
C 1.560 0.284 -0.242
C 1.071 -0.876 -1.062
N -0.350 -1.017 -0.919
C -1.039 -1.533 0.173
C -0.412 -2.085 1.420
C -0.601 -3.604 1.477
N -2.355 -1.577 0.021
C -2.514 -1.099 -1.261
C -3.701 -0.953 -1.970
C -5.029 -1.377 -1.405
C -3.640 -0.399 -3.267
C -2.376 -0.035 -3.830
C -2.383 0.407 -5.300
N -1.239 -0.220 -3.124
C -1.311 -0.770 -1.904
C 1.027 1.567 -0.418
C 1.296 2.607 0.485
N 0.633 3.865 0.306
O 0.535 4.619 1.277
O 0.149 4.123 -0.813
C 2.251 2.372 1.524
O 2.627 3.370 2.386
H 3.667 0.988 6.062
H 4.514 2.211 4.960
H 3.146 -0.538 4.050
H 4.614 1.911 2.726
H 4.723 0.176 2.159
H 3.006 -0.849 0.746
H 1.326 -0.692 -2.124
H 1.517 -1.828 -0.780
H -0.863 -1.612 2.333
H 0.608 -1.883 1.499
H -1.664 -3.857 1.526
H -0.203 -4.045 0.570
H -0.078 -4.050 2.351
H -5.787 -1.420 -2.216
H -4.944 -2.388 -0.980
H -5.370 -0.662 -0.650
H -4.535 -0.228 -3.859
H -1.372 0.598 -5.709
H -2.797 -0.395 -5.881
H -2.891 1.380 -5.459
H 0.231 1.639 -1.207
H 1.902 4.043 2.384
```

Summary:
energy relative to the best compared isomer or geometry (same formula, charge and spin)	554.3	kJ/mol
max |F|	2.90	eV Å⁻¹
Kohn-Sham gap	7.5	eV
SMILES string	C=CCc1cc(Cn2c(CC)nc3c(C)cc(C)nc32)cc([N+](=O)[O-])c1O
2S+1	1
total energy	-1219.9695	Ha
HOMO energy	-8.4	eV

Löwdin population analysis, charges in e, atoms 1 to 4: atom 1 (C): 0.012, atom 2 (C): -0.156, atom 3 (C): -0.172, atom 4 (C): -0.138

=====

2.
The following is a DFT calculation (the ωB97M-V functional and the def2-TZVPD basis) of a molecular structure, C20H22N5O3PRuS2.

```
54
C20H22N5O3PRuS2 (the ωB97M-V functional and the def2-TZVPD basis)
Ru 0.175 1.968 -0.987
S -2.791 1.407 1.303
P -2.220 -0.521 1.095
S -0.665 0.922 0.881
C -2.663 -1.520 -0.284
C -3.478 -2.629 -0.018
C -3.897 -3.419 -1.074
C -3.504 -3.112 -2.370
C -2.693 -2.010 -2.626
C -2.275 -1.203 -1.586
C -2.106 -1.417 2.607
C -1.403 -2.630 2.606
C -1.302 -3.346 3.783
C -1.910 -2.867 4.940
C -2.611 -1.668 4.934
C -2.706 -0.928 3.768
H -3.777 -2.871 0.993
H -4.528 -4.276 -0.885
H -3.830 -3.739 -3.189
H -2.382 -1.787 -3.638
H -1.639 -0.355 -1.784
H -0.949 -3.009 1.698
H -0.759 -4.280 3.800
H -1.835 -3.437 5.857
H -3.083 -1.309 5.838
H -3.241 0.013 3.763
O -0.131 0.913 -2.655
N 0.537 1.684 -3.439
O 0.968 2.647 -2.784
N -2.289 2.895 -2.524
C -3.257 3.823 -2.585
C -3.147 4.604 -1.456
C -2.068 4.065 -0.754
N -1.557 3.022 -1.403
H -2.111 2.135 -3.162
H -3.939 3.865 -3.417
H -3.750 5.453 -1.188
H -1.631 4.395 0.176
N 2.031 1.182 -0.623
C 3.108 0.752 -0.614
N 4.311 0.287 -0.611
C 4.851 -0.502 0.518
C 6.034 0.249 1.110
O 6.985 0.534 0.108
C 6.464 1.398 -0.879
C 5.312 0.730 -1.611
H 5.176 -1.466 0.124
H 4.065 -0.659 1.254
H 6.529 -0.366 1.859
H 5.690 1.178 1.585
H 7.271 1.617 -1.575
H 6.126 2.338 -0.423
H 5.662 -0.157 -2.140
H 4.834 1.405 -2.319
```

Summary:
energy relative to the best compared isomer or geometry (same formula, charge and spin)	53.8	kJ/mol
max |F|	0.56	eV Å⁻¹
Kohn-Sham gap	7.0	eV
total charge	+2
2S+1	1
total energy	-2506.8070	Ha
HOMO energy	-14.1	eV

Löwdin population analysis, charges in e, atoms 1 to 4: atom 1 (Ru): 0.883, atom 2 (S): 0.455, atom 3 (P): 0.490, atom 4 (S): 0.380

=====

3.
The following is a DFT calculation (the ωB97M-V functional and the def2-TZVPD basis) of a molecular structure, C20H22N6NiO2.

```
51
C20H22N6NiO2 (the ωB97M-V functional and the def2-TZVPD basis)
Ni -0.430 -1.440 0.130
O 0.201 -1.784 1.985
C 1.380 -1.435 2.364
C 1.580 -0.998 3.703
C 2.822 -0.690 4.194
C 3.971 -0.782 3.386
C 3.815 -1.171 2.082
C 2.552 -1.482 1.537
C 2.517 -1.797 0.130
N 1.451 -1.979 -0.550
C 1.480 -2.215 -1.980
C 0.646 -1.140 -2.711
N -0.372 -0.639 -1.796
C -1.137 0.329 -2.069
C -2.028 0.898 -1.022
C -2.432 2.378 -1.277
C -3.888 2.648 -1.065
C -4.721 1.671 -0.686
C -4.337 0.294 -0.402
C -3.064 -0.137 -0.547
O -2.550 -1.280 -0.223
H 0.695 -0.930 4.324
H 2.920 -0.366 5.223
H 4.950 -0.555 3.786
H 4.685 -1.245 1.435
H 3.490 -1.853 -0.376
H 1.035 -3.196 -2.169
H 2.499 -2.231 -2.377
H 0.198 -1.559 -3.613
H 1.295 -0.314 -3.012
H -1.140 0.799 -3.058
H -2.097 2.753 -2.251
H -4.252 3.649 -1.261
H -5.769 1.922 -0.554
H -5.067 -0.397 0.002
N 2.046 3.305 -1.057
C 0.867 2.815 -0.534
C 1.001 1.473 0.115
N 0.011 0.790 0.488
C -1.297 1.371 0.283
C -1.441 2.838 -0.163
N -0.223 3.446 -0.676
H 2.905 3.033 -0.610
H 1.998 4.268 -1.352
H 1.997 1.045 0.240
H -1.913 1.117 1.142
H -1.888 3.510 0.569
N -1.121 -3.458 0.041
H -1.573 -3.538 0.945
H -0.430 -4.192 -0.041
H -1.837 -3.552 -0.670
```

Summary:
energy relative to the best compared isomer or geometry (same formula, charge and spin)	220.4	kJ/mol
max |F|	0.50	eV Å⁻¹
Kohn-Sham gap (alpha / beta)	6.5 / 6.5	eV
2S+1	3
total energy	-2762.6404	Ha
HOMO energy (alpha / beta)	-6.6 / -6.6	eV

Löwdin population analysis, charges in e, atoms 1 to 4: atom 1 (Ni): 0.620, atom 2 (O): -0.125, atom 3 (C): -0.368, atom 4 (C): -0.019

=====

4.
The following is a DFT calculation (the ωB97M-V functional and the def2-TZVPD basis) of C20H22N6O in the gas phase in a non-equilibrium geometry.

```
49
C20H22N6O (the ωB97M-V functional and the def2-TZVPD basis)
C -1.056 6.048 -0.223
O -1.554 5.774 -1.577
C -1.542 4.461 -2.025
C -1.092 3.369 -1.278
C -1.097 1.982 -1.838
C -0.498 0.840 -1.104
N 0.830 0.793 -0.727
C 1.175 -0.449 -0.237
C 2.413 -1.046 -0.013
C 2.369 -2.344 0.495
C 1.096 -2.924 0.795
C 1.045 -4.245 1.526
C 1.908 -5.380 1.086
N 2.576 -5.394 2.412
C 1.775 -4.303 2.874
N -0.077 -2.357 0.528
C -0.018 -1.130 -0.014
C -1.089 -0.304 -0.613
C -2.512 -0.791 -0.739
C -2.846 -1.366 -2.150
C -3.540 0.306 -0.333
C -1.599 1.751 -3.115
N -2.053 2.834 -3.866
N -2.521 2.751 -5.141
C -2.816 4.017 -5.356
N -2.560 4.911 -4.314
C -2.067 4.131 -3.385
H -1.191 7.141 -0.046
H -1.654 5.553 0.513
H -0.017 5.821 -0.128
H -0.731 3.491 -0.255
H 1.463 1.530 -1.038
H 3.344 -0.566 -0.313
H 3.300 -2.806 0.728
H -0.012 -4.565 1.602
H 2.608 -5.128 0.273
H 1.365 -6.267 0.802
H 2.369 -6.266 2.904
H 1.099 -4.506 3.695
H 2.397 -3.408 3.132
H -2.614 -1.625 -0.027
H -2.076 -2.041 -2.523
H -3.775 -1.925 -2.099
H -3.016 -0.594 -2.856
H -3.512 1.144 -1.050
H -4.538 -0.106 -0.282
H -3.345 0.731 0.650
H -1.569 0.753 -3.527
H -3.240 4.376 -6.267
```

Summary:
energy relative to the best compared isomer or geometry (same formula, charge and spin)	0.0	kJ/mol
max |F|	2.44	eV Å⁻¹
Kohn-Sham gap	8.7	eV
SMILES string	COc1cc(-c2[nH]c3ccc(C4CNC4)nc3c2C(C)C)cn2ncnc12
2S+1	1
total energy	-1179.0357	Ha
HOMO energy	-8.1	eV

Löwdin population analysis, charges in e, atoms 1 to 4: atom 1 (C): -0.044, atom 2 (O): -0.081, atom 3 (C): -0.154, atom 4 (C): 0.054

=====

5.
The following is a DFT calculation (the ωB97M-V functional and the def2-TZVPD basis) of a molecular structure, C20H23BF2N6O6V in a non-equilibrium geometry.

```
59
C20H23BF2N6O6V (the ωB97M-V functional and the def2-TZVPD basis)
V -0.533 -0.540 -0.499
O 1.501 1.563 4.323
C 2.051 2.609 3.690
C 3.025 3.353 4.366
C 3.641 4.430 3.751
C 3.299 4.789 2.453
C 2.321 4.059 1.790
C 1.681 2.979 2.380
C 0.605 2.262 1.579
O 0.189 2.803 0.537
N 0.201 1.134 2.158
N -0.707 0.403 1.402
C -1.667 -0.171 2.093
C -2.645 -0.920 1.406
C -3.832 -1.433 1.994
C -4.797 -1.990 1.215
C -4.603 -2.065 -0.202
C -3.413 -1.619 -0.706
N -2.432 -1.083 0.040
H 0.895 1.131 3.618
H 3.286 3.052 5.373
H 4.402 4.987 4.289
H 3.790 5.620 1.962
H 2.017 4.306 0.780
H -1.738 -0.007 3.167
H -3.957 -1.346 3.068
H -5.709 -2.369 1.664
H -5.348 -2.487 -0.860
H -3.188 -1.686 -1.764
N 0.230 -2.323 0.702
C 1.574 -2.194 1.284
C 2.635 -2.070 0.206
C 2.603 -0.776 -0.598
O 3.657 -0.339 -1.055
O 1.453 -0.232 -0.752
H -0.449 -2.627 1.391
H 0.237 -3.019 -0.043
H 1.801 -3.067 1.910
H 1.581 -1.309 1.927
H 2.519 -2.893 -0.508
H 3.628 -2.150 0.650
C -0.761 1.548 -4.122
C -0.692 0.461 -3.090
N -1.029 0.745 -1.764
O -1.496 2.047 -1.531
C -0.343 -0.806 -3.399
C 0.192 -1.224 -4.733
N -0.466 -1.735 -2.305
O 0.572 -2.872 -2.363
H -0.776 2.520 -3.635
H -1.665 1.462 -4.732
H 0.099 1.497 -4.791
H -0.883 2.348 -0.818
H -0.395 -0.805 -5.556
H 0.176 -2.307 -4.831
H 1.230 -0.899 -4.867
F -1.425 -3.875 -1.437
B -0.822 -3.201 -2.498
F -1.318 -3.669 -3.709
```

Summary:
max |F|	1.46	eV Å⁻¹
Kohn-Sham gap (alpha / beta)	4.9 / 6.0	eV
total charge	-2
2S+1	4
total energy	-2724.7399	Ha
HOMO energy (alpha / beta)	0.0 / -1.2	eV

Löwdin population analysis, charges in e, atoms 1 to 4: atom 1 (V): 0.937, atom 2 (O): 0.004, atom 3 (C): -0.296, atom 4 (C): -0.049

=====

6.
The following is a DFT calculation (the ωB97M-V functional and the def2-TZVPD basis) of C20H23Cl2NO2 in the gas phase.

```
48
C20H23Cl2NO2 (the ωB97M-V functional and the def2-TZVPD basis)
O -1.538 0.444 -2.413
C -1.205 1.730 -1.920
C 0.202 1.769 -1.290
O 0.281 1.288 0.028
C 0.022 -0.100 0.174
C 1.067 -0.946 -0.530
C 0.701 -1.965 -1.399
C 1.665 -2.737 -2.024
C 3.004 -2.479 -1.780
Cl 4.213 -3.437 -2.563
C 3.387 -1.462 -0.920
C 2.415 -0.703 -0.296
C 0.043 -0.456 1.643
C 0.580 0.407 2.587
C 0.623 0.050 3.923
C 0.132 -1.184 4.313
Cl 0.187 -1.640 5.980
C -0.406 -2.060 3.382
C -0.447 -1.690 2.051
C -2.301 2.152 -0.909
N -3.273 3.094 -1.390
C -2.793 4.450 -1.606
C -3.786 5.039 -2.602
C -4.049 3.852 -3.525
C -4.058 2.671 -2.550
H -0.865 0.157 -3.041
H -1.193 2.440 -2.764
H 0.529 2.810 -1.221
H 0.904 1.222 -1.942
H -0.968 -0.341 -0.237
H -0.344 -2.154 -1.594
H 1.381 -3.530 -2.698
H 4.433 -1.272 -0.740
H 2.696 0.094 0.376
H 0.952 1.367 2.268
H 1.037 0.724 4.657
H -0.787 -3.017 3.699
H -0.865 -2.369 1.322
H -2.833 1.245 -0.609
H -1.825 2.577 -0.023
H -2.779 4.986 -0.653
H -1.775 4.478 -2.027
H -3.390 5.909 -3.123
H -4.704 5.320 -2.086
H -3.231 3.749 -4.241
H -4.982 3.943 -4.078
H -5.079 2.459 -2.212
H -3.656 1.760 -3.000
```

Summary:
energy relative to the best compared isomer or geometry (same formula, charge and spin)	23.0	kJ/mol
max |F|	0.67	eV Å⁻¹
Kohn-Sham gap	8.7	eV
SMILES string	O[C@H](COC(c1ccc(Cl)cc1)c1ccc(Cl)cc1)CN1CCCC1
2S+1	1
total energy	-1901.5209	Ha
HOMO energy	-8.2	eV

Löwdin population analysis, charges in e, atoms 1 to 4: atom 1 (O): -0.044, atom 2 (C): -0.328, atom 3 (C): -0.144, atom 4 (O): -0.110

=====

7.
The following is a DFT calculation (the ωB97M-V functional and the def2-TZVPD basis) of a molecular structure, C20H23Cl4CsNO2S4.

```
55
C20H23Cl4CsNO2S4 (the ωB97M-V functional and the def2-TZVPD basis)
Cs -1.400 -0.427 -1.492
C 2.920 -2.971 0.868
C 2.083 -4.135 0.356
S 0.307 -3.797 0.218
C -0.253 -4.310 1.863
C 0.300 -3.560 3.069
S -0.296 -1.844 3.160
C 1.204 -0.921 3.629
C 1.284 0.398 2.868
S 1.245 0.188 1.067
C 2.901 0.689 0.541
C 3.937 -0.429 0.523
S 3.451 -1.870 -0.475
H 3.811 -3.334 1.385
H 2.326 -2.357 1.540
H 2.198 -5.001 1.011
H 2.404 -4.449 -0.639
H -0.033 -5.374 1.978
H -1.339 -4.212 1.815
H 1.390 -3.549 3.054
H -0.006 -4.085 3.976
H 2.069 -1.545 3.407
H 1.186 -0.737 4.704
H 2.192 0.943 3.130
H 0.440 1.038 3.128
H 3.229 1.526 1.160
H 2.760 1.080 -0.467
H 4.155 -0.790 1.530
H 4.875 -0.060 0.103
Cl -4.896 -0.424 -7.170
C -4.525 0.058 -5.541
C -5.489 -0.002 -4.556
Cl -7.092 -0.563 -4.923
C -5.151 0.384 -3.252
Cl -6.364 0.329 -1.995
C -3.878 0.844 -2.867
O -3.630 1.223 -1.655
C -2.846 0.895 -3.914
O -1.647 1.301 -3.655
C -3.237 0.496 -5.207
Cl -2.004 0.580 -6.443
N -1.427 3.026 -1.340
C -0.520 3.306 -0.367
C 0.824 3.585 -0.678
C 1.736 3.888 0.316
C 1.361 3.924 1.656
C 0.030 3.660 1.971
C -0.895 3.357 0.990
H -1.120 2.736 -2.264
H -2.323 2.593 -1.120
H 1.133 3.566 -1.718
H 2.763 4.106 0.042
H 2.076 4.176 2.428
H -0.292 3.698 3.007
H -1.928 3.155 1.250
```

Summary:
energy relative to the best compared isomer or geometry (same formula, charge and spin)	32.2	kJ/mol
max |F|	0.38	eV Å⁻¹
Kohn-Sham gap	4.5	eV
total charge	-1
2S+1	1
total energy	-4434.9094	Ha
HOMO energy	-3.0	eV

Löwdin population analysis, charges in e, atoms 1 to 4: atom 1 (Cs): 1.086, atom 2 (C): -0.571, atom 3 (C): -0.543, atom 4 (S): 0.833

=====

8.
The following is a DFT calculation (the ωB97M-V functional and the def2-TZVPD basis) of 2 unconnected molecules or ions with the total composition C20H23Cl4N2O2P in a non-equilibrium geometry.

```
52
C20H23Cl4N2O2P (the ωB97M-V functional and the def2-TZVPD basis)
C -3.771 -9.067 2.385
C -4.060 -8.666 3.826
C -4.890 -7.382 3.869
C -4.856 -9.775 4.507
N -2.790 -8.410 4.542
P -2.456 -6.927 5.270
N -1.192 -7.580 6.163
C -0.587 -6.862 7.305
C -0.749 -7.686 8.575
C -1.327 -5.534 7.466
C 0.882 -6.592 7.038
C -0.901 -8.900 5.803
C 0.131 -9.719 6.269
C 0.205 -11.038 5.792
C -0.733 -11.524 4.870
C -1.779 -10.708 4.413
C -1.848 -9.392 4.870
H -3.246 -10.024 2.329
H -4.733 -9.184 1.873
H -3.178 -8.297 1.874
H -5.112 -7.087 4.904
H -4.386 -6.559 3.349
H -5.845 -7.567 3.365
H -5.025 -9.538 5.565
H -5.831 -9.856 4.007
H -4.363 -10.748 4.434
H -1.629 -6.330 4.195
H -0.158 -8.606 8.546
H -0.407 -7.089 9.429
H -1.803 -7.947 8.725
H -1.198 -4.892 6.585
H -2.399 -5.692 7.649
H -0.915 -5.011 8.335
H 1.016 -6.084 6.078
H 1.267 -5.959 7.848
H 1.469 -7.514 7.015
H 0.861 -9.351 6.990
H 1.000 -11.693 6.157
H -0.663 -12.551 4.502
H -2.526 -11.103 3.724
O -0.865 -4.433 3.571
C -0.375 -5.252 2.772
C 1.029 -5.819 2.975
O 1.422 -6.188 4.086
C 1.838 -5.864 1.760
Cl 3.527 -5.840 1.963
C 1.226 -6.036 0.528
Cl 2.164 -6.154 -0.896
C -0.208 -6.105 0.458
Cl -0.965 -6.619 -0.983
C -0.979 -5.729 1.545
Cl -2.694 -5.623 1.472
```

Summary:
energy relative to the best compared isomer or geometry (same formula, charge and spin)	46.0	kJ/mol
max |F|	3.24	eV Å⁻¹
Kohn-Sham gap	4.1	eV
SMILES string	CC(C)(C)N1PN(C(C)(C)C)c2ccccc21.O=C1C(=O)C(Cl)=C(Cl)C(Cl)=C1Cl
2S+1	1
total energy	-3217.9666	Ha
HOMO energy	-6.6	eV

Löwdin population analysis, charges in e, atoms 1 to 4: atom 1 (C): -0.037, atom 2 (C): -0.623, atom 3 (C): -0.110, atom 4 (C): -0.040

=====

9.
The following is a DFT calculation (the ωB97M-V functional and the def2-TZVPD basis) of a molecular structure, C20H23ClN2Pd in a non-equilibrium geometry.

```
47
C20H23ClN2Pd (the ωB97M-V functional and the def2-TZVPD basis)
C 4.216 -2.679 -2.058
C 3.316 -3.853 -2.429
H 4.362 -2.010 -2.908
H 5.203 -3.028 -1.743
H 3.793 -2.094 -1.239
H 2.285 -3.535 -2.586
H 3.658 -4.333 -3.351
H 3.316 -4.616 -1.648
C 0.438 3.012 -0.111
C 0.056 4.352 -0.259
C -1.301 4.649 -0.422
C -2.242 3.623 -0.477
H 1.475 2.702 0.024
H 0.820 5.123 -0.223
H -1.625 5.681 -0.521
H -3.303 3.797 -0.626
N -0.496 2.054 -0.102
C -1.808 2.290 -0.328
C -2.679 1.107 -0.370
N -2.084 -0.097 -0.193
C -2.765 -1.245 -0.272
C -4.818 -0.021 -0.545
C -4.157 -1.243 -0.415
H -2.202 -2.174 -0.206
H -4.688 -2.188 -0.409
C -4.074 1.157 -0.544
H -4.518 2.144 -0.663
H -5.908 0.022 -0.660
Pd 0.011 0.030 0.461
C 0.212 -1.818 -0.130
H -0.087 -1.850 -1.188
H -0.374 -2.475 0.516
H 1.294 -1.962 0.008
Cl 0.582 -1.646 5.219
C 1.343 -0.200 4.701
C 2.134 0.488 5.607
C 2.723 1.706 5.245
C 2.507 2.213 3.965
C 1.738 1.502 3.035
C 1.170 0.266 3.367
C 0.389 -0.576 2.426
H 2.289 0.061 6.598
H 3.340 2.230 5.978
H 2.955 3.170 3.685
H 1.584 1.905 2.033
H 0.780 -1.599 2.318
H -0.672 -0.609 2.742
```

Summary:
max |F|	4.16	eV Å⁻¹
Kohn-Sham gap (alpha / beta)	2.2 / 2.2	eV
total charge	-2
2S+1	1
total energy	-1473.3208	Ha
HOMO energy (alpha / beta)	2.6 / 2.6	eV

Löwdin population analysis, charges in e, atoms 1 to 4: atom 1 (C): -0.175, atom 2 (C): -0.181, atom 3 (H): 0.057, atom 4 (H): 0.051